# 1
H19O10 | the ωB97M-V functional and the def2-TZVPD basis

Results
Energy above the lowest of the compared OMol25 structures with the same formula, charge and spin in kcal/mol: 90.2
Energy in a.u.: -763.74669

Structure (ORCA input):
```
! wB97M-V def2-TZVPD RIJCOSX def2/J DEFGRID3
* xyz -1 1
O 0.199 0.205 0.029
H -0.537 0.722 -0.448
O 1.246 -1.824 1.629
H 0.915 -2.250 2.289
H 0.756 -1.051 1.232
O 0.428 -2.247 -1.058
H 0.902 -2.748 -0.185
H 0.366 -1.269 -0.585
O -2.970 1.634 -2.194
H -2.206 0.902 -2.339
H -3.764 1.449 -2.691
O -1.994 -1.033 0.805
H -1.457 -0.291 0.578
H -2.052 -0.960 1.795
O -1.215 -0.301 3.110
H -0.617 0.246 2.539
H -2.157 -0.066 2.969
O 2.931 -0.843 -1.445
H 2.094 -1.237 -1.331
H 2.855 0.010 -0.862
O -0.115 1.667 2.185
H 0.343 1.203 1.291
H -0.373 2.450 1.968
O 2.359 1.651 -0.215
H 1.420 1.023 -0.220
H 2.193 2.569 -0.720
O 0.107 0.481 -2.871
H 0.380 0.365 -2.009
H -0.036 -0.458 -3.245
*
```

# 2
C60H59F8IN2O2S | the ωB97M-V functional and the def2-TZVPD basis

Results
Energy in a.u.: -4076.40914

Structure (ORCA input):
```
! wB97M-V def2-TZVPD RIJCOSX def2/J DEFGRID3
* xyz 0 1
C 4.125 -2.924 2.564
C 4.343 -1.689 3.531
O 5.215 -1.705 4.368
O 3.455 -0.613 3.402
C 3.677 0.087 2.128
C 2.392 -0.160 1.244
C 2.481 0.550 -0.166
C 2.793 2.107 -0.103
C 1.528 2.945 -0.566
C 0.172 2.479 0.077
C -0.824 1.963 -0.877
C -2.191 1.470 -0.462
N -3.219 0.950 -1.231
S -4.389 0.611 -0.084
N -3.696 1.132 1.340
C -2.412 1.608 1.049
C -1.422 2.135 2.077
C -1.931 2.162 3.553
C -1.684 0.763 4.283
F -1.488 3.267 4.317
C -0.111 2.554 1.596
C 0.972 3.062 2.603
C 1.448 4.553 2.381
C 2.421 4.957 3.596
I -0.147 6.016 2.282
H 3.003 -3.026 2.435
H 4.580 -2.698 1.562
H 4.489 -3.882 3.027
H 3.848 1.166 2.404
H 4.603 -0.352 1.656
H 1.473 0.126 1.837
H 2.312 -1.269 1.058
H 1.535 0.313 -0.746
H 3.326 0.062 -0.744
H 3.597 2.298 -0.877
H 3.150 2.480 0.893
H 1.681 4.058 -0.416
H 1.458 2.820 -1.693
H -0.580 1.925 -1.977
H -3.061 2.253 3.494
H -2.381 0.772 5.180
H -2.054 -0.099 3.646
H -0.621 0.627 4.615
H 0.703 2.933 3.685
H 1.891 2.412 2.434
H 2.099 4.623 1.458
H 3.477 4.735 3.243
H 2.354 6.039 3.875
H 2.254 4.265 4.477
F 4.460 4.413 -0.381
C 5.507 4.627 0.435
C 6.158 3.544 1.001
C 7.242 3.765 1.841
C 7.655 5.064 2.114
C 6.990 6.143 1.543
C 5.912 5.924 0.694
H 5.815 2.539 0.783
H 7.764 2.924 2.284
H 8.499 5.235 2.773
H 7.311 7.156 1.759
H 5.387 6.752 0.233
F -1.521 -5.884 -0.020
C -2.613 -5.108 0.090
C -3.712 -5.578 0.788
C -4.840 -4.775 0.906
C -4.857 -3.515 0.316
C -3.749 -3.056 -0.387
C -2.618 -3.855 -0.497
H -3.681 -6.565 1.234
H -5.702 -5.130 1.457
H -5.739 -2.889 0.404
H -3.766 -2.076 -0.850
H -1.741 -3.511 -1.033
F 1.111 5.584 -2.178
C 1.439 5.530 -3.480
C 0.472 5.193 -4.410
C 0.810 5.142 -5.756
C 2.114 5.418 -6.156
C 3.078 5.752 -5.211
C 2.738 5.814 -3.865
H -0.536 4.972 -4.078
H 0.059 4.885 -6.494
H 2.377 5.374 -7.206
H 4.092 5.963 -5.522
H 3.473 6.080 -3.116
F 2.442 -2.819 -0.916
C 2.560 -4.157 -1.002
C 2.452 -4.922 0.145
C 2.569 -6.303 0.057
C 2.803 -6.902 -1.176
C 2.915 -6.121 -2.321
C 2.787 -4.740 -2.235
H 2.278 -4.438 1.097
H 2.478 -6.912 0.949
H 2.899 -7.979 -1.243
H 3.102 -6.588 -3.281
H 2.863 -4.117 -3.118
F -7.662 -5.721 1.620
C -8.758 -4.948 1.732
C -9.853 -5.423 2.431
C -10.984 -4.624 2.552
C -11.009 -3.365 1.961
C -9.904 -2.901 1.257
C -8.769 -3.695 1.145
H -9.818 -6.407 2.876
H -11.844 -4.983 3.104
H -11.894 -2.744 2.052
H -9.927 -1.922 0.794
H -7.896 -3.347 0.607
F 4.809 5.932 -7.556
C 4.909 5.722 -8.882
C 5.836 4.811 -9.356
C 5.935 4.591 -10.724
C 5.115 5.293 -11.601
C 4.192 6.209 -11.112
C 4.084 6.422 -9.743
H 6.471 4.280 -8.658
H 6.652 3.874 -11.106
H 5.196 5.123 -12.669
H 3.556 6.759 -11.796
H 3.364 7.126 -9.343
F -9.124 -8.192 3.906
C -8.064 -7.960 4.701
C -7.395 -9.033 5.264
C -6.297 -8.797 6.082
C -5.888 -7.493 6.336
C -6.571 -6.424 5.769
C -7.663 -6.657 4.942
H -7.733 -10.042 5.061
H -5.761 -9.630 6.521
H -5.033 -7.310 6.978
H -6.254 -5.407 5.971
H -8.200 -5.835 4.485
*
```

# 3
C6H8CuNaO5 | the ωB97M-V functional and the def2-TZVPD basis

Results
Energy in a.u.: -2412.35585

Structure (ORCA input):
```
! wB97M-V def2-TZVPD RIJCOSX def2/J DEFGRID3
* xyz 0 1
Cu -0.659 -2.660 2.952
O -1.377 -0.877 1.820
O 0.177 0.863 1.866
C 1.362 0.629 2.606
C 1.967 -0.575 1.905
O 0.813 -1.303 1.525
C -0.303 -0.373 1.275
H 1.998 1.522 2.567
H 1.126 0.398 3.659
H 2.591 -1.199 2.557
H 2.541 -0.281 1.013
Na -0.683 0.458 -2.807
O -1.571 0.092 -0.714
C 0.827 1.934 -4.685
C 1.666 1.836 -3.642
O 0.644 0.105 -0.918
C -0.412 -0.052 -0.250
H 0.145 2.785 -4.777
H 0.857 1.209 -5.503
H 1.668 2.598 -2.857
H 2.383 1.013 -3.580
*
```

# 4
C12H18CaClN6O4 | the ωB97M-V functional and the def2-TZVPD basis

Results
Energy above the lowest of the compared OMol25 structures with the same formula, charge and spin in kcal/mol: 183.3
Energy in a.u.: -2234.67937

Structure (ORCA input):
```
! wB97M-V def2-TZVPD RIJCOSX def2/J DEFGRID3
* xyz 1 1
Ca -1.245 4.187 -3.223
Cl -0.329 0.851 -0.865
O -0.695 0.709 0.522
O -0.883 2.053 -1.407
O 1.103 0.905 -1.034
O -0.818 -0.262 -1.552
C -3.975 0.943 1.434
C -4.968 1.978 1.385
N -5.760 2.828 1.399
H -4.141 0.228 2.240
H -3.019 1.463 1.504
H -3.853 0.475 0.458
C 2.023 -1.383 1.571
C 1.114 -1.683 2.752
N 0.427 -1.921 3.652
H 1.947 -2.093 0.748
H 3.038 -1.374 1.967
H 1.781 -0.360 1.284
C 4.509 0.242 -1.210
C 4.462 0.945 0.077
N 4.457 1.518 1.062
H 3.843 0.567 -2.010
H 4.424 -0.841 -1.122
H 5.518 0.354 -1.606
C -0.423 -2.892 -3.395
C 0.937 -2.446 -3.023
N 2.016 -2.188 -2.712
H -0.380 -3.636 -4.190
H -0.972 -2.003 -3.708
H -0.928 -3.290 -2.515
C -2.466 -2.663 0.366
C -3.887 -2.401 0.150
N -4.975 -2.166 -0.091
H -2.390 -3.280 1.262
H -1.810 -1.799 0.474
H -2.041 -3.186 -0.490
C 1.891 3.416 1.568
C 0.520 3.972 1.774
N -0.536 4.380 1.957
H 1.881 2.506 2.167
H 2.668 4.112 1.886
H 1.935 3.236 0.494
*
```

The evaluated molar mass for the records listed, in turn: 179.14 1151.10 246.66 385.84 g/mol.